# 1
{"formula": "C3H9N2S", "method": "ωB97M-V/def2-TZVPD", "total_charge": -1, "e_tot_ha": -627.3756, "gap_ha": 0.243, "relative_energy_ev": 1.767, "symbols": ["N", "H", "H", "C", "C", "S", "H", "H", "N", "H", "H", "H", "H", "H", "C"], "positions_angstrom": [[-0.955, -1.200, -0.653], [2.699, -1.213, 2.585], [-0.676, -2.069, -1.124], [-1.319, 1.126, -1.144], [1.585, -1.242, 2.296], [1.394, -0.148, 0.849], [-2.324, 1.003, -0.781], [-0.325, -1.045, 0.145], [-0.835, 2.409, -1.501], [0.276, 0.077, -1.836], [0.899, -0.929, 3.055], [-1.177, 3.153, -0.930], [1.329, -2.310, 2.015], [0.180, 2.432, -1.539], [-0.752, -0.045, -1.438]]}

=====

# 2
{"formula": "C6H15N4", "method": "ωB97M-V/def2-TZVPD", "total_charge": 1, "e_tot_ha": -456.3625, "gap_ha": 0.370, "relative_energy_ev": 0.914, "symbols": ["H", "H", "N", "H", "C", "H", "H", "H", "N", "H", "H", "H", "H", "H", "N", "C", "H", "C", "C", "H", "H", "N", "H", "C", "C"], "positions_angstrom": [[-0.630, -0.510, -2.699], [-3.435, 0.160, 0.500], [-1.554, 1.686, -1.075], [-2.338, 2.292, -0.897], [-2.451, -0.150, 0.220], [-0.286, -2.371, -0.095], [2.547, -0.735, -1.357], [-0.712, 2.111, -1.423], [-0.090, -1.035, -2.020], [1.846, 1.325, 1.561], [-2.531, -2.216, 0.110], [0.887, -0.093, 1.973], [-2.129, -1.649, 1.625], [0.882, -0.997, -2.288], [-0.589, -1.499, 0.325], [1.040, 0.295, -0.142], [0.089, 1.407, 1.470], [-1.497, 0.486, -0.482], [2.253, -0.624, -0.315], [3.104, -0.197, 0.208], [1.177, 1.169, -0.789], [-1.995, -1.487, 0.613], [2.056, -1.609, 0.099], [-0.275, -0.392, -0.571], [0.950, 0.763, 1.308]]}

=====

# 3
{"formula": "C23H35Cl5HgN5O3Si", "method": "ωB97M-V/def2-TZVPD", "spin_multiplicity": 2, "total_charge": -2, "e_tot_ha": -4140.8499, "gap_ha": [0.165, 0.205], "symbols": ["H", "C", "N", "N", "O", "H", "H", "C", "C", "H", "H", "Hg", "N", "C", "H", "C", "Cl", "Cl", "C", "C", "C", "H", "C", "C", "H", "H", "H", "H", "H", "N", "N", "H", "Cl", "Cl", "C", "C", "H", "C", "H", "H", "H", "H", "H", "H", "Si", "H", "O", "C", "H", "H", "C", "H", "H", "C", "H", "C", "C", "H", "H", "H", "C", "C", "H", "H", "H", "H", "C", "C", "H", "C", "O", "H", "Cl"], "positions_angstrom": [[3.212, 1.857, 1.778], [0.149, 0.245, 3.054], [-1.531, -2.418, 0.169], [1.109, 3.329, 1.533], [-0.672, 3.257, -0.876], [4.260, 2.539, 0.530], [-1.447, -5.823, -2.896], [-2.404, 5.747, -2.854], [-1.554, -4.275, -1.437], [-0.604, -2.544, 3.263], [0.410, 1.897, -1.562], [-0.440, 0.216, 0.806], [1.647, -1.656, 0.647], [2.134, -0.056, 4.423], [-4.293, -4.199, 0.591], [3.220, 2.215, 0.745], [-3.340, 2.207, -0.230], [0.282, 5.431, -2.569], [-3.558, -4.380, 1.382], [3.524, -0.126, 0.327], [1.951, 0.820, -2.457], [1.408, 0.085, 5.222], [3.016, 1.380, -1.509], [2.289, 3.426, 0.677], [2.620, -1.430, -1.154], [3.014, 2.465, -1.624], [2.995, 0.598, 4.577], [1.948, 3.612, -0.344], [2.132, -0.239, -2.659], [0.630, 0.958, -1.891], [2.842, 1.084, -0.095], [3.548, -0.122, 1.420], [-5.022, 6.330, -3.347], [-2.033, 7.104, -3.877], [-2.996, 3.577, -1.222], [-1.604, 3.902, -1.409], [1.013, -2.391, -3.595], [-1.071, -4.847, -2.600], [3.624, -2.233, 0.044], [-0.103, 0.677, -2.528], [-2.298, -4.808, -0.858], [1.052, -2.379, 0.261], [-4.133, -1.187, 1.503], [-2.730, -0.635, 2.426], [-2.352, -2.918, 1.541], [-3.038, -5.313, 1.145], [1.571, 0.261, 3.153], [-3.736, 5.409, -2.629], [-0.413, -4.138, 2.512], [1.171, 2.517, 2.136], [-1.378, 5.023, -2.276], [4.577, -0.123, -0.023], [-3.867, -1.769, 3.161], [-0.130, -4.202, -3.399], [0.242, -4.655, -4.310], [-1.145, -3.424, 2.906], [-0.175, -2.352, -1.828], [4.006, 1.031, -1.856], [1.803, -1.820, 1.632], [2.470, -1.097, 4.433], [-3.370, -1.497, 2.224], [2.871, -1.439, -0.094], [2.894, 4.299, 0.961], [0.151, -1.356, -1.551], [-4.099, -4.523, 2.324], [0.277, 3.207, 0.962], [-4.009, 4.308, -1.810], [0.295, -2.939, -2.987], [-1.647, -3.883, 3.765], [-1.114, -2.998, -0.963], [-0.481, -0.017, 4.043], [2.093, 1.342, -3.419], [-5.664, 3.857, -1.539]]}

=====

# 4
{"formula": "C6H14O2", "method": "ωB97M-V/def2-TZVPD", "total_charge": 0, "e_tot_ha": -387.3492, "gap_ha": 0.294, "relative_energy_ev": 4.307, "symbols": ["H", "H", "C", "C", "H", "H", "H", "O", "H", "H", "C", "C", "H", "C", "C", "H", "H", "H", "H", "O", "H", "H"], "positions_angstrom": [[1.769, 1.917, 0.473], [1.113, 0.889, 1.758], [0.743, -0.911, -0.193], [-2.528, 0.747, -0.253], [0.121, 2.170, 1.041], [-2.535, 0.562, -1.333], [2.833, -1.442, -1.364], [-1.891, -1.515, 0.361], [-2.283, 1.797, -0.092], [-3.549, 0.581, 0.113], [0.364, 0.447, -0.199], [-1.529, -0.144, 0.439], [-2.204, -1.698, -0.532], [2.598, -0.491, -0.893], [0.874, 1.409, 0.832], [0.201, -2.163, 1.126], [0.193, 0.850, -1.192], [-1.435, 0.071, 1.504], [0.352, -1.532, -0.999], [0.937, -1.550, 0.996], [3.172, -0.319, 0.011], [2.682, 0.325, -1.605]]}

=====

# 5
{"formula": "C5H14BClIrNTi", "method": "ωB97M-V/def2-TZVPD", "spin_multiplicity": 5, "total_charge": 0, "e_tot_ha": -1692.1320, "gap_ha": [0.223, 0.218], "relative_energy_ev": 0.101, "symbols": ["H", "Cl", "H", "H", "H", "H", "C", "C", "H", "C", "H", "C", "H", "Ir", "H", "H", "N", "H", "B", "H", "Ti", "H", "C", "H"], "positions_angstrom": [[1.056, 3.033, 4.257], [-0.263, 0.925, -0.478], [-1.165, -1.598, -3.688], [2.423, 0.212, -3.647], [-2.383, 0.113, 1.515], [-2.503, -1.495, 0.740], [2.362, 0.140, -2.539], [-0.772, -0.558, -3.659], [-0.166, -0.370, -4.572], [0.295, -1.825, -0.676], [-0.883, 2.960, 4.400], [0.063, 1.351, 3.158], [3.044, -0.666, -2.188], [-0.033, -0.664, 0.706], [1.317, -2.259, -0.611], [-1.873, -1.348, 2.405], [0.025, 0.624, 2.259], [-0.476, -2.614, -0.821], [0.115, 2.312, 4.365], [2.677, 1.105, -2.088], [0.425, -0.343, -1.980], [0.213, 1.679, 5.369], [-1.872, -0.866, 1.403], [-1.624, 0.154, -3.629]]}

=====

# 6
{"formula": "C4H6N2O", "method": "ωB97M-V/def2-TZVPD", "total_charge": 0, "e_tot_ha": -340.7592, "gap_ha": 0.313, "relative_energy_ev": 0.971, "symbols": ["H", "N", "N", "H", "H", "C", "H", "H", "O", "C", "C", "H", "C"], "positions_angstrom": [[0.681, -2.482, 0.748], [-0.502, 1.259, -0.137], [1.886, 0.846, -0.132], [-2.635, 1.078, -0.170], [2.481, 0.077, -0.423], [0.554, 0.388, -0.091], [-2.100, -1.592, -0.152], [-0.394, 2.255, -0.237], [0.815, -2.021, -0.091], [-1.389, -0.777, -0.129], [0.032, -0.883, -0.084], [2.212, 1.151, 0.781], [-1.684, 0.563, -0.148]]}